79
Properties=species:S:1:pos:R:3:lowdin_charge:R:1 method="wB97M-V/def2-TZVPD" orbital_gap_ha=0.3603 max_force_ha_per_bohr=0.0467 molar_mass_g_mol=749.0 multiplicity=1 charge=+1 energy_ev=-97018.460
C -1.849 -0.741 1.720 0.18
C -2.057 -0.360 0.595 -0.07
C -1.936 -0.187 -0.848 -0.20
C -1.900 -1.253 -1.717 -0.53
Cl -1.990 -2.908 -1.228 0.81
N -1.741 -0.715 -2.999 0.00
C -1.604 -1.416 -4.291 -0.05
C -2.918 -2.097 -4.818 -0.65
N -2.666 -2.420 -6.261 0.07
N -3.221 -3.378 -4.186 0.08
N -4.065 -1.185 -4.827 0.09
C -1.690 0.601 -2.831 0.00
N -1.801 1.000 -1.552 0.03
C -1.743 2.375 -1.058 -0.11
C -2.690 2.672 0.136 -0.20
C -2.718 4.204 0.492 -0.20
S -3.972 4.437 1.796 0.60
O -5.256 4.334 1.172 -0.27
O -3.787 5.655 2.526 -0.27
O -3.842 3.149 2.783 -0.16
H -1.592 -0.985 2.766 0.06
H -1.175 -0.684 -5.002 0.14
H -0.835 -2.210 -4.165 0.14
H -2.457 -1.512 -6.694 0.08
H -1.769 -2.917 -6.271 0.08
H -3.992 -3.305 -3.533 0.07
H -2.402 -3.796 -3.761 0.04
H -4.427 -1.185 -5.781 0.09
H -4.831 -1.554 -4.269 0.08
H -1.559 1.371 -3.600 0.17
H -1.920 3.140 -1.833 0.13
H -0.707 2.548 -0.690 0.15
H -3.731 2.340 -0.036 0.13
H -2.280 2.178 1.039 0.10
H -1.735 4.528 0.893 0.12
H -3.008 4.799 -0.390 0.12
H -3.527 3.456 3.652 0.11
C 0.580 -2.833 7.295 -0.06
C 0.907 -1.360 7.169 -0.19
O 1.768 -1.116 6.037 0.05
C 1.179 -1.067 4.854 -0.39
O 0.005 -1.212 4.655 0.14
C 2.209 -0.758 3.763 -0.53
F 3.315 -1.502 3.886 0.16
F 2.593 0.526 3.802 0.17
F 1.725 -0.981 2.533 0.15
H 1.495 -3.425 7.338 0.09
H -0.004 -3.019 8.196 0.09
H 0.010 -3.186 6.436 0.08
H 1.455 -1.027 8.048 0.13
H 0.005 -0.750 7.101 0.13
C 1.899 6.763 -1.162 -0.06
C 2.768 5.967 -2.113 -0.19
O 2.028 4.879 -2.705 0.03
C 1.236 5.201 -3.725 -0.40
O 1.092 6.298 -4.171 0.19
C 0.555 3.946 -4.279 -0.52
F 0.046 3.160 -3.296 0.11
F 1.410 3.185 -4.972 0.18
F -0.456 4.234 -5.096 0.18
H 1.455 6.107 -0.410 0.08
H 2.484 7.532 -0.661 0.09
H 1.076 7.246 -1.691 0.08
H 3.594 5.513 -1.566 0.13
H 3.203 6.599 -2.887 0.13
C 3.396 -3.675 0.207 -0.06
C 4.257 -3.809 1.446 -0.20
O 3.918 -4.996 2.182 0.03
C 4.432 -6.137 1.719 -0.39
O 5.133 -6.234 0.756 0.18
C 4.027 -7.304 2.623 -0.54
F 2.719 -7.272 2.928 0.16
F 4.702 -7.277 3.782 0.17
F 4.266 -8.484 2.054 0.17
H 2.337 -3.710 0.473 0.08
H 3.603 -2.734 -0.303 0.08
H 3.579 -4.494 -0.490 0.08
H 4.074 -2.970 2.115 0.10
H 5.320 -3.800 1.202 0.13


71
Properties=species:S:1:pos:R:3:lowdin_charge:R:1 method="wB97M-V/def2-TZVPD" orbital_gap_ha=0.3270 smiles="CC(C)=CCC[C@H](C)CC[C@@H]1COS(=O)(=O)[C@H](S(=O)(=O)C(F)(F)C(F)(F)C(F)(F)C(F)(F)F)C1.CCCC#N" max_force_ha_per_bohr=0.0414 molar_mass_g_mol=625.6 multiplicity=1 energy_ev=-81185.742
C -2.557 -1.137 -0.979 -0.07
C -2.556 -2.564 -0.472 -0.33
C -2.886 -3.611 -1.507 -0.05
C -2.253 -2.831 0.805 -0.09
C -1.756 -4.189 1.253 -0.19
C -0.274 -4.312 0.916 -0.16
C 0.664 -3.342 1.685 -0.36
C 0.114 -2.824 3.015 -0.06
C 1.078 -2.191 0.775 -0.17
C 2.332 -1.441 1.244 -0.13
C 2.934 -0.674 0.052 -0.30
C 4.394 -0.992 -0.199 -0.14
O 4.724 -0.569 -1.543 -0.19
S 4.659 1.014 -1.751 0.63
O 4.593 1.219 -3.159 -0.24
O 5.738 1.622 -1.051 -0.23
C 3.071 1.536 -1.034 -0.33
S 2.985 3.328 -0.727 0.76
O 2.621 3.522 0.646 -0.25
O 4.169 4.026 -1.113 -0.23
C 1.591 4.072 -1.735 -0.44
F 1.404 5.276 -1.166 0.13
F 2.024 4.274 -2.987 0.14
C 0.232 3.288 -1.691 -0.34
F -0.729 4.141 -1.276 0.16
F 0.283 2.286 -0.779 0.13
C -0.282 2.708 -3.041 -0.33
F -0.409 3.675 -3.971 0.18
F -1.533 2.240 -2.780 0.15
C 0.489 1.495 -3.621 -0.51
F -0.125 1.156 -4.773 0.18
F 1.762 1.789 -3.893 0.19
F 0.414 0.438 -2.789 0.17
C 2.879 0.829 0.339 -0.16
H -1.933 -0.530 -0.333 0.05
H -2.096 -1.127 -1.964 0.07
H -3.560 -0.723 -1.058 0.08
H -2.704 -3.187 -2.490 0.07
H -3.936 -3.886 -1.452 0.09
H -2.295 -4.510 -1.396 0.07
H -2.335 -2.030 1.539 0.05
H -2.291 -4.953 0.696 0.10
H -1.973 -4.374 2.299 0.10
H 0.040 -5.337 1.104 0.11
H -0.162 -4.132 -0.149 0.10
H 1.570 -3.905 1.909 0.13
H 0.949 -2.609 3.677 0.08
H -0.450 -1.909 2.861 0.07
H -0.507 -3.545 3.530 0.07
H 0.243 -1.504 0.648 0.12
H 1.321 -2.619 -0.196 0.11
H 2.013 -0.709 1.980 0.12
H 3.045 -2.114 1.713 0.12
H 2.355 -0.820 -0.855 0.14
H 4.569 -2.051 -0.067 0.14
H 5.014 -0.406 0.472 0.13
H 2.281 1.162 -1.669 0.08
H 3.677 1.122 1.011 0.13
H 1.921 1.134 0.737 0.11
C -3.722 3.328 3.209 -0.11
C -3.535 3.191 1.702 -0.26
C -4.145 1.901 1.140 -0.18
C -3.523 0.721 1.739 -0.21
N -3.031 -0.205 2.198 0.19
H -3.219 2.524 3.747 0.07
H -3.302 4.270 3.560 0.07
H -4.780 3.309 3.477 0.08
H -2.470 3.222 1.465 0.11
H -3.999 4.042 1.201 0.11
H -4.001 1.851 0.060 0.11
H -5.217 1.865 1.338 0.12


60
Properties=species:S:1:pos:R:3:lowdin_charge:R:1 method="wB97M-V/def2-TZVPD" orbital_gap_ha=0.3359 smiles="CN(CCCC1CCCC1)C(=O)C[C@H]1C(=O)NCCN1Cc1ccc(F)cc1" max_force_ha_per_bohr=0.0126 molar_mass_g_mol=389.5 multiplicity=1 energy_ev=-34617.405
C -1.723 -4.096 -0.325 -0.03
N -1.333 -2.770 -0.751 -0.11
C -0.010 -2.651 -1.322 -0.17
C 1.066 -2.443 -0.246 -0.18
C 2.385 -1.973 -0.855 -0.19
C 3.495 -1.830 0.188 -0.32
C 3.161 -0.774 1.259 -0.17
C 4.449 0.022 1.461 -0.20
C 5.045 0.062 0.059 -0.19
C 4.823 -1.362 -0.449 -0.16
C -2.148 -1.726 -0.470 -0.42
O -3.207 -1.884 0.113 0.05
C -1.683 -0.364 -0.961 -0.02
C -2.619 0.784 -0.539 -0.19
C -4.056 0.413 -0.916 -0.47
O -4.321 0.027 -2.037 0.06
N -5.014 0.633 0.004 0.09
C -4.786 1.018 1.377 -0.15
C -3.354 0.634 1.757 -0.16
N -2.380 1.186 0.841 -0.11
C -2.160 2.616 0.985 -0.15
C -0.866 3.001 0.317 -0.22
C -0.822 3.979 -0.667 -0.03
C 0.371 4.312 -1.286 0.00
C 1.521 3.648 -0.906 -0.27
F 2.691 3.960 -1.505 0.05
C 1.509 2.668 0.071 0.00
C 0.309 2.349 0.677 -0.03
H -1.045 -4.472 0.445 0.09
H -1.715 -4.779 -1.176 0.09
H -2.730 -4.037 0.082 0.09
H 0.014 -1.824 -2.031 0.12
H 0.199 -3.569 -1.879 0.13
H 0.706 -1.706 0.473 0.11
H 1.228 -3.377 0.295 0.12
H 2.700 -2.694 -1.613 0.12
H 2.233 -1.012 -1.352 0.12
H 3.640 -2.805 0.663 0.14
H 2.806 -1.224 2.185 0.11
H 2.381 -0.110 0.885 0.09
H 4.269 1.013 1.878 0.10
H 5.122 -0.513 2.133 0.11
H 4.497 0.774 -0.561 0.10
H 6.097 0.346 0.054 0.11
H 5.642 -2.001 -0.116 0.11
H 4.786 -1.406 -1.536 0.11
H -0.682 -0.138 -0.596 0.11
H -1.673 -0.399 -2.053 0.13
H -2.364 1.633 -1.186 0.16
H -5.945 0.356 -0.270 0.15
H -4.941 2.100 1.495 0.11
H -5.499 0.499 2.023 0.12
H -3.125 0.970 2.770 0.12
H -3.269 -0.453 1.708 0.11
H -2.981 3.226 0.575 0.13
H -2.083 2.829 2.057 0.13
H -1.728 4.492 -0.955 0.12
H 0.415 5.070 -2.052 0.12
H 2.431 2.180 0.344 0.10
H 0.270 1.586 1.439 0.12


61
Properties=species:S:1:pos:R:3:lowdin_charge:R:1 method="wB97M-V/def2-TZVPD" orbital_gap_ha=0.3132 max_force_ha_per_bohr=0.3192 molar_mass_g_mol=405.5 multiplicity=1 energy_ev=-36643.720
C -3.469 -4.997 -0.814 -0.04
H -2.447 -4.638 -1.367 0.17
O -4.389 -3.945 -0.982 0.01
C -4.308 -2.883 -0.346 -0.48
C -5.404 -2.130 -0.542 0.14
C -5.375 -0.812 0.274 -0.07
C -4.275 -0.452 1.086 -0.13
C -3.166 -1.222 0.870 -0.05
C -3.273 -2.459 0.289 -0.04
H -2.343 -3.203 0.465 0.17
H -2.317 -0.791 1.572 0.15
C -4.166 1.144 1.434 -0.17
N -3.541 1.902 0.521 -0.15
C -4.458 2.483 -0.407 -0.15
C -4.045 3.698 -1.190 -0.26
N -2.758 3.518 -1.424 0.04
C -1.766 2.521 -0.994 -0.55
O -0.715 2.526 -1.437 0.13
C -2.116 1.930 0.076 -0.20
C -1.202 2.084 1.377 0.04
H -1.722 2.168 2.124 0.02
C -0.343 0.941 1.516 -0.67
O -0.191 0.232 2.391 0.12
N 0.451 0.725 0.429 0.07
H 0.382 1.496 -0.758 0.28
C 1.584 -0.346 0.102 -0.23
C 2.902 0.028 -0.138 -0.40
C 3.978 -0.725 -0.314 -0.42
C 5.255 -0.367 -0.454 -0.32
C 6.401 -1.467 -0.772 -0.17
H 6.302 -1.713 -1.905 0.14
C 7.665 -0.757 -0.703 -0.19
H 8.554 -1.390 -0.435 0.13
H 7.910 -0.187 -1.425 0.03
C 7.386 0.005 0.699 -0.18
H 7.630 -0.357 1.606 0.05
H 8.098 0.946 0.607 0.13
C 5.933 0.488 0.876 -0.08
H 5.803 1.583 0.463 0.13
H 5.305 0.348 1.633 0.04
H 6.311 -2.327 0.022 0.16
H 5.136 0.391 -1.206 0.13
H 3.871 -1.527 0.662 0.20
H 3.602 -1.690 -1.076 0.20
H 2.762 0.880 -1.116 0.20
H 3.310 0.803 0.685 0.17
H 1.570 -1.058 1.081 0.16
H 1.352 -1.172 -0.683 0.14
H -0.559 3.026 0.951 0.21
H -2.270 0.847 -0.179 0.19
H -2.336 4.184 -2.355 0.26
H -4.662 4.034 -1.945 0.10
H -3.883 4.565 -0.401 0.16
H -5.417 2.416 0.064 0.11
H -4.380 1.549 -1.110 0.16
H -4.995 1.483 2.102 0.14
H -3.408 0.924 2.319 0.15
F -6.464 0.120 0.201 -0.02
H -6.300 -2.131 -0.893 0.06
H -3.743 -5.866 -1.169 0.04
H -3.248 -5.373 0.044 0.03


66
Properties=species:S:1:pos:R:3:lowdin_charge:R:1 method="wB97M-V/def2-TZVPD" orbital_gap_ha="0.2751 / 0.2311" max_force_ha_per_bohr=0.0605 molar_mass_g_mol=691.8 multiplicity=5 charge=+2 energy_ev=-63591.589
Ir -0.375 0.734 0.079 1.18
O 3.852 2.009 -0.311 0.20
C 2.684 1.440 -0.193 -0.45
O 1.722 1.658 -0.909 0.02
C 2.613 0.432 0.915 -0.15
C 3.660 0.163 1.782 0.07
C 3.488 -0.837 2.729 0.03
C 2.309 -1.570 2.734 0.05
C 1.312 -1.241 1.827 -0.16
N 1.454 -0.225 0.972 0.04
C -0.004 -1.957 1.674 -0.46
O -0.199 -3.113 2.253 0.21
O -0.880 -1.467 0.992 0.01
H 3.886 2.635 -1.053 0.17
H 4.584 0.720 1.708 0.14
H 4.272 -1.054 3.441 0.14
H 2.180 -2.371 3.450 0.14
H 0.549 -3.489 2.732 0.14
C -0.427 4.059 0.419 -0.13
C -1.730 3.729 1.155 -0.51
C -1.934 4.661 2.346 -0.09
P -1.820 1.916 1.589 0.96
C -1.428 1.743 3.387 -0.52
C 0.073 1.941 3.614 -0.10
C -1.908 0.402 3.943 -0.08
C -3.592 1.418 1.396 -0.52
C -3.951 1.323 -0.092 -0.10
C -4.540 2.355 2.140 -0.08
H -0.470 5.072 0.019 0.10
H -0.254 3.385 -0.425 0.03
H 0.432 4.003 1.093 0.07
H -2.558 3.871 0.453 0.11
H -1.120 4.583 3.068 0.08
H -2.877 4.480 2.861 0.07
H -1.949 5.691 1.987 0.10
H -1.969 2.552 3.881 0.11
H 0.644 1.135 3.145 0.05
H 0.294 1.931 4.682 0.10
H 0.430 2.891 3.212 0.07
H -1.554 -0.436 3.339 0.06
H -2.994 0.350 3.997 0.08
H -1.524 0.278 4.957 0.10
H -3.649 0.418 1.832 0.11
H -4.085 2.312 -0.535 0.09
H -4.886 0.776 -0.216 0.10
H -3.179 0.790 -0.649 0.02
H -4.503 3.365 1.732 0.08
H -4.329 2.399 3.210 0.08
H -5.562 1.995 2.019 0.10
N -0.661 -0.193 -1.998 0.00
C -1.900 -0.037 -2.702 -0.32
C -2.124 1.108 -3.456 0.00
C -3.334 1.275 -4.112 -0.01
C -4.284 0.293 -3.940 -0.16
C -4.092 -0.868 -3.227 -0.01
C -2.877 -1.022 -2.583 -0.01
S -5.996 0.591 -4.770 0.55
O -5.635 -0.272 -5.886 -0.11
O -6.890 0.057 -3.782 -0.25
O -6.008 2.003 -5.004 -0.25
H 0.114 0.223 -2.507 0.11
H -0.470 -1.174 -1.821 0.11
H -1.361 1.874 -3.535 0.13
H -3.546 2.151 -4.708 0.13
H -4.876 -1.609 -3.143 0.14
H -2.688 -1.901 -1.976 0.13


59
Properties=species:S:1:pos:R:3:lowdin_charge:R:1 method="wB97M-V/def2-TZVPD" orbital_gap_ha=0.3130 max_force_ha_per_bohr=0.3353 molar_mass_g_mol=372.5 multiplicity=1 energy_ev=-32435.088
C -0.714 -1.340 2.449 -0.01
N -1.142 -1.778 1.086 -0.03
C -0.394 -1.864 -0.052 -0.43
O -0.986 -2.398 -1.090 -0.02
C 0.962 -1.817 -0.111 -0.39
H 1.165 -1.232 1.022 0.22
C 1.188 -0.852 -0.967 -0.08
N 2.682 -0.511 -1.404 -0.05
C 3.606 -1.353 -0.940 -0.42
O 4.882 -1.201 -1.041 0.01
C 3.164 -2.404 -0.039 -0.08
H 3.409 -2.316 0.879 0.04
C 1.762 -3.111 -0.245 -0.01
H 1.499 -3.567 0.679 0.13
H 1.478 -3.383 -1.227 0.13
H 3.757 -3.476 -0.278 0.19
C 3.165 0.512 -1.913 -0.23
H 2.246 1.009 -2.453 0.15
H 4.043 0.521 -2.717 0.18
C 3.623 1.779 -0.857 -0.13
C 2.622 1.967 0.042 -0.24
C 1.518 2.986 0.148 -0.08
C 0.708 3.191 1.063 -0.14
C 0.740 2.384 2.346 -0.01
C 1.825 1.585 2.080 -0.23
C 2.838 1.260 1.300 -0.04
H 3.572 0.345 1.431 0.17
H 1.948 1.003 3.204 0.15
H 0.005 2.445 3.077 0.08
H -0.041 3.767 0.963 0.04
H 1.573 3.583 -0.966 0.18
H 4.561 1.340 -0.689 0.09
H 3.875 2.694 -1.505 0.14
H 0.793 0.129 -1.006 0.12
H 0.825 -1.228 -2.046 0.20
C -2.682 -1.818 1.060 -0.19
C -3.572 -0.762 0.975 -0.35
C -3.495 0.293 0.289 -0.30
C -2.231 1.154 0.104 -0.19
H -2.240 1.742 1.147 0.18
C -2.158 2.077 -0.871 -0.38
O -2.496 1.635 -2.062 -0.17
C -3.637 0.760 -2.385 -0.10
C -3.647 -0.465 -1.356 -0.01
H -4.638 -0.813 -1.571 0.09
H -2.608 -1.066 -1.579 0.14
H -3.452 0.291 -3.387 0.15
H -4.283 1.317 -2.258 -0.02
H -1.278 2.813 -1.157 0.17
H -3.207 2.918 -0.814 0.19
H -1.317 0.521 -0.106 0.14
H -4.315 1.004 0.109 0.16
H -3.201 -0.208 1.996 0.17
H -4.566 -1.205 1.284 0.18
H -2.795 -2.587 0.188 0.14
H -2.948 -2.614 2.041 0.19
H -0.446 -0.363 2.263 0.04
H -1.634 -1.411 3.163 0.13
H 0.090 -1.883 2.702 0.04


61
Properties=species:S:1:pos:R:3:lowdin_charge:R:1 method="wB97M-V/def2-TZVPD" orbital_gap_ha=0.3086 smiles="CCOC(=O)C1(C[C@@H]2CCCCO2)CCN(C(=O)Nc2cccc(SC)c2)CC1" max_force_ha_per_bohr=0.0120 molar_mass_g_mol=420.6 multiplicity=1 energy_ev=-45340.562
C 6.672 2.210 0.221 -0.06
C 5.364 2.804 0.723 -0.21
O 4.331 1.818 0.776 -0.01
C 3.677 1.558 -0.359 -0.46
O 3.893 2.130 -1.396 0.13
C 2.664 0.426 -0.180 -0.33
C 3.521 -0.862 -0.137 -0.05
C 2.839 -2.119 0.414 -0.35
C 3.785 -3.323 0.310 -0.14
C 3.089 -4.576 0.838 -0.20
C 1.770 -4.765 0.093 -0.17
C 0.945 -3.485 0.203 -0.20
O 1.641 -2.366 -0.298 -0.12
C 1.716 0.411 -1.387 -0.09
C 0.803 1.640 -1.368 -0.13
N 0.070 1.723 -0.125 -0.04
C -1.182 1.229 0.137 -0.48
O -1.648 1.262 1.261 0.06
N -1.868 0.751 -0.955 0.15
C -3.199 0.339 -1.030 -0.22
C -3.645 -0.198 -2.237 -0.04
C -4.960 -0.606 -2.368 -0.09
C -5.840 -0.491 -1.311 -0.14
C -5.394 0.044 -0.105 -0.54
S -6.582 0.152 1.198 0.88
C -5.637 0.817 2.598 -0.39
C -4.081 0.462 0.038 -0.03
C 0.967 1.871 1.004 -0.12
C 1.859 0.633 1.110 -0.08
H 7.451 2.966 0.253 0.08
H 6.554 1.868 -0.804 0.08
H 6.968 1.369 0.844 0.08
H 5.042 3.619 0.066 0.12
H 5.461 3.167 1.748 0.12
H 3.864 -1.070 -1.153 0.14
H 4.397 -0.681 0.489 0.13
H 2.596 -1.970 1.480 0.15
H 4.696 -3.122 0.876 0.12
H 4.054 -3.470 -0.738 0.13
H 3.731 -5.449 0.707 0.11
H 2.890 -4.459 1.907 0.11
H 1.205 -5.601 0.506 0.11
H 1.972 -4.968 -0.961 0.12
H 0.030 -3.552 -0.391 0.13
H 0.671 -3.311 1.256 0.13
H 2.303 0.418 -2.306 0.13
H 1.126 -0.504 -1.349 0.12
H 0.136 1.646 -2.231 0.12
H 1.419 2.543 -1.441 0.13
H -1.355 0.624 -1.812 0.12
H -2.962 -0.292 -3.070 0.11
H -5.300 -1.019 -3.306 0.10
H -6.866 -0.808 -1.403 0.10
H -6.333 0.850 3.431 0.03
H -5.285 1.818 2.368 0.04
H -4.807 0.156 2.831 0.04
H -3.713 0.878 0.958 0.07
H 0.359 1.981 1.903 0.12
H 1.567 2.775 0.862 0.13
H 2.532 0.726 1.962 0.13
H 1.208 -0.228 1.260 0.13